# 1
Computed, not measured: a cluster of 9 separate species, C36H54N6O3 in total in a non-equilibrium geometry, with ωB97M-V/def2-TZVPD.

Each atom is followed by the atoms it is bonded to, with distances in Å.
Cartesian coordinates (Å):
1 C -20.697 15.677 8.539  C2 1.490, C5 1.524, H6 1.090, H7 1.090
2 C -20.531 16.154 9.940  C1 1.490, C3 1.516, H8 1.090, H9 1.090
3 C -21.765 17.031 10.012  C2 1.516, O4 1.431, H10 1.090, H11 1.090
4 O -21.821 17.676 8.737  C3 1.431, C5 1.403
5 C -21.139 16.919 7.773  C1 1.524, O4 1.403, H12 1.090, H13 1.090
6 H -21.559 15.019 8.429  C1 1.090
7 H -19.822 15.221 8.075  C1 1.090
8 H -19.603 16.699 10.115  C2 1.090
9 H -20.649 15.359 10.676  C2 1.090
10 H -21.624 17.711 10.853  C3 1.090
11 H -22.692 16.479 10.166  C3 1.090
12 H -20.232 17.483 7.551  C5 1.090
13 H -21.766 16.679 6.915  C5 1.090
14 C -17.225 7.199 9.860  C15 1.477, C18 1.503, H19 1.090, H20 1.090
15 C -16.623 8.548 9.863  C14 1.477, C16 1.560, H21 1.090, H22 1.090
16 C -17.694 9.319 10.694  C15 1.560, O17 1.432, H23 1.090, H24 1.090
17 O -18.219 8.345 11.602  C16 1.432, C18 1.395
18 C -17.765 7.072 11.257  C14 1.503, O17 1.395, H25 1.090, H26 1.090
19 H -16.430 6.498 9.605  C14 1.090
20 H -18.009 7.063 9.115  C14 1.090
21 H -16.423 8.939 8.866  C15 1.090
22 H -15.613 8.587 10.269  C15 1.090
23 H -18.520 9.723 10.108  C16 1.090
24 H -17.136 10.090 11.225  C16 1.090
25 H -18.546 6.331 11.425  C18 1.090
26 H -17.029 6.902 12.043  C18 1.090
27 C -13.621 12.577 10.735  C28 1.552, C31 1.547, H32 1.090, H33 1.090
28 C -13.275 11.907 12.092  C27 1.552, C29 1.492, H34 1.090, H35 1.090
29 C -13.382 10.434 11.882  C28 1.492, O30 1.463, H36 1.090, H37 1.090
30 O -13.044 10.345 10.461  C29 1.463, C31 1.439
31 C -13.667 11.410 9.720  C27 1.547, O30 1.439, H38 1.090, H39 1.090
32 H -12.833 13.235 10.370  C27 1.090
33 H -14.552 13.136 10.644  C27 1.090
34 H -14.006 12.184 12.851  C28 1.090
35 H -12.288 12.184 12.464  C28 1.090
36 H -14.368 10.026 12.106  C29 1.090
37 H -12.652 9.852 12.445  C29 1.090
38 H -14.678 11.122 9.433  C31 1.090
39 H -13.129 11.653 8.803  C31 1.090
40 N -24.882 13.957 9.924  C41 1.364, C44 1.369, H45 1.010
41 C -25.125 13.998 8.583  N40 1.364, C42 1.375, H46 1.080
42 C -24.332 13.118 7.886  C41 1.375, C43 1.384, H47 1.080
43 C -23.544 12.474 8.823  C42 1.384, C44 1.417, H48 1.080
44 C -23.926 12.990 10.087  N40 1.369, C43 1.417, H49 1.080
45 H -25.337 14.470 10.666  N40 1.010
46 H -25.738 14.745 8.101  C41 1.080
47 H -24.404 12.913 6.828  C42 1.080
48 H -22.754 11.774 8.592  C43 1.080
49 H -23.540 12.750 11.066  C44 1.080
50 N -15.745 15.590 14.418  C51 1.362, C54 1.383, H55 1.010
51 C -14.554 16.191 14.144  N50 1.362, C52 1.403, H56 1.080
52 C -14.166 15.967 12.814  C51 1.403, C53 1.371, H57 1.080
53 C -15.235 15.324 12.243  C52 1.371, C54 1.404, H58 1.080
54 C -16.149 14.971 13.249  N50 1.383, C53 1.404, H59 1.080
55 H -16.202 15.474 15.311  N50 1.010
56 H -14.044 16.754 14.912  C51 1.080
57 H -13.237 16.289 12.368  C52 1.080
58 H -15.288 14.980 11.221  C53 1.080
59 H -17.015 14.326 13.253  C54 1.080
60 N -20.996 8.177 10.770  C61 1.401, C64 1.348, H65 1.010
61 C -21.528 9.226 10.009  N60 1.401, C62 1.424, H66 1.080
62 C -22.721 8.764 9.385  C61 1.424, C63 1.419, H67 1.080
63 C -22.928 7.477 9.942  C62 1.419, C64 1.386, H68 1.080
64 C -21.816 7.111 10.684  N60 1.348, C63 1.386, H69 1.080
65 H -20.107 8.131 11.248  N60 1.010
66 H -20.972 10.137 9.840  C61 1.080
67 H -23.297 9.293 8.639  C62 1.080
68 H -23.816 6.917 9.687  C63 1.080
69 H -21.624 6.192 11.219  C64 1.080
70 N -20.123 11.920 14.392  C71 1.371, C74 1.374, H75 1.010
71 C -19.103 11.004 14.376  N70 1.371, C72 1.367, H76 1.080
72 C -17.950 11.515 14.904  C71 1.367, C73 1.383, H77 1.080
73 C -18.191 12.850 15.175  C72 1.383, C74 1.386, H78 1.080
74 C -19.529 13.059 14.880  N70 1.374, C73 1.386, H79 1.080
75 H -21.094 11.799 14.142  N70 1.010
76 H -19.297 9.979 14.095  C71 1.080
77 H -17.033 10.962 15.043  C72 1.080
78 H -17.506 13.595 15.552  C73 1.080
79 H -20.126 13.956 14.947  C74 1.080
80 N -19.156 12.933 11.485  C81 1.354, C84 1.396, H85 1.010
81 C -20.102 12.737 10.537  N80 1.354, C82 1.337, H86 1.080
82 C -19.532 12.554 9.341  C81 1.337, C83 1.356, H87 1.080
83 C -18.184 12.652 9.449  C82 1.356, C84 1.395, H88 1.080
84 C -17.938 12.851 10.808  N80 1.396, C83 1.395, H89 1.080
85 H -19.302 12.977 12.484  N80 1.010
86 H -21.150 12.765 10.796  C81 1.080
87 H -20.118 12.174 8.517  C82 1.080
88 H -17.475 12.430 8.665  C83 1.080
89 H -16.963 12.846 11.272  C84 1.080
90 N -14.569 15.791 7.568  C91 1.387, C94 1.351, H95 1.010
91 C -15.282 14.617 7.377  N90 1.387, C92 1.371, H96 1.080
92 C -14.738 13.888 6.351  C91 1.371, C93 1.397, H97 1.080
93 C -13.528 14.537 6.095  C92 1.397, C94 1.391, H98 1.080
94 C -13.479 15.751 6.772  N90 1.351, C93 1.391, H99 1.080
95 H -14.676 16.520 8.260  N90 1.010
96 H -16.141 14.318 7.959  C91 1.080
97 H -15.015 12.958 5.877  C92 1.080
98 H -12.841 14.251 5.312  C93 1.080
99 H -12.727 16.526 6.731  C94 1.080

As for the frontier orbital gap (spin up / spin down): 0.21623 / 0.07125 hartree. Its multiplicity is 2. The expectation value of S² is 0.76. Its net charge is +1.

# 2
Computed, not measured: a cluster of 10 separate species, C24H62F10O12S2 in total, with ωB97M-V/def2-TZVPD.

Each atom is followed by the atoms it is bonded to, with distances in Å.
Cartesian coordinates (Å):
1 O 5.966 4.331 0.377  S2 1.445
2 S 4.619 3.910 0.067  O1 1.445, O3 1.687, O5 1.610
3 O 3.894 5.354 -0.418  S2 1.687, F4 1.429
4 F 2.542 5.247 0.034  O3 1.429
5 O 4.630 3.322 -1.432  S2 1.610, C6 1.463
6 C 5.283 2.014 -1.481  O5 1.463, C7 1.513, H22 1.097, H23 1.093
7 C 4.622 1.083 -2.473  C6 1.513, C8 1.554, H24 1.092, H25 1.090
8 C 3.299 0.378 -2.062  C7 1.554, C9 1.528, H26 1.090, H27 1.093
9 C 2.538 1.008 -0.897  C8 1.528, C10 1.527, H28 1.093, H29 1.088
10 C 1.125 0.459 -0.716  C9 1.527, F11 1.382, F12 1.350, C13 1.550
11 F 1.061 -0.219 0.487  C10 1.382
12 F 0.752 -0.448 -1.644  C10 1.350
13 C -0.006 1.508 -0.565  C10 1.550, F14 1.331, F15 1.330, S16 1.895
14 F 0.317 2.322 0.438  C13 1.331
15 F -1.130 0.881 -0.231  C13 1.330
16 S -0.394 2.568 -2.086  C13 1.895, F17 1.595, F18 1.587, F19 1.586, F20 1.587, F21 1.573
17 F 0.734 1.847 -2.953  S16 1.595
18 F -1.438 1.478 -2.576  S16 1.587
19 F -1.521 3.305 -1.248  S16 1.586
20 F 0.673 3.654 -1.639  S16 1.587
21 F -0.752 3.459 -3.333  S16 1.573
22 H 5.354 1.575 -0.478  C6 1.097
23 H 6.310 2.207 -1.802  C6 1.093
24 H 4.476 1.585 -3.432  C7 1.092
25 H 5.355 0.295 -2.649  C7 1.090
26 H 2.656 0.325 -2.941  C8 1.090
27 H 3.535 -0.659 -1.805  C8 1.093
28 H 3.071 0.802 0.035  C9 1.093
29 H 2.478 2.090 -0.994  C9 1.088
30 C -3.939 -0.623 -3.813  C31 1.517, H33 1.091, H34 1.091, H35 1.093
31 C -3.248 -1.889 -4.283  C30 1.517, O32 1.425, H36 1.090, H37 1.095
32 O -3.807 -2.397 -5.491  C31 1.425, H38 0.962
33 H -5.005 -0.803 -3.665  C30 1.091
34 H -3.509 -0.273 -2.874  C30 1.091
35 H -3.837 0.173 -4.554  C30 1.093
36 H -3.362 -2.685 -3.547  C31 1.090
37 H -2.177 -1.709 -4.418  C31 1.095
38 H -3.709 -1.724 -6.171  O32 0.962
39 C -1.561 -1.254 3.241  C40 1.517, H42 1.085, H43 1.091, H44 1.094
40 C -1.150 -2.541 2.549  C39 1.517, O41 1.427, H45 1.089, H46 1.096
41 O -1.758 -2.663 1.263  C40 1.427, H47 0.963
42 H -2.638 -1.206 3.358  C39 1.085
43 H -1.105 -1.173 4.228  C39 1.091
44 H -1.251 -0.390 2.646  C39 1.094
45 H -1.468 -3.403 3.134  C40 1.089
46 H -0.060 -2.587 2.441  C40 1.096
47 H -1.473 -1.907 0.739  O41 0.963
48 C -3.297 -5.298 -0.836  C49 1.515, H51 1.091, H52 1.090, H53 1.094
49 C -2.409 -4.606 -1.849  C48 1.515, O50 1.427, H54 1.089, H55 1.096
50 O -2.294 -5.339 -3.069  C49 1.427, H56 0.962
51 H -2.915 -6.295 -0.613  C48 1.091
52 H -3.344 -4.723 0.090  C48 1.090
53 H -4.312 -5.413 -1.226  C48 1.094
54 H -1.397 -4.506 -1.463  C49 1.089
55 H -2.789 -3.601 -2.064  C49 1.096
56 H -3.175 -5.430 -3.444  O50 0.962
57 C -4.805 -0.163 7.484  C58 1.515, H60 1.091, H61 1.089, H62 1.094
58 C -3.939 0.469 6.414  C57 1.515, O59 1.428, H63 1.089, H64 1.095
59 O -3.919 -0.288 5.203  C58 1.428, H65 0.962
60 H -4.458 -1.174 7.703  C57 1.091
61 H -4.776 0.423 8.401  C57 1.089
62 H -5.843 -0.237 7.145  C57 1.094
63 H -2.903 0.525 6.745  C58 1.089
64 H -4.282 1.488 6.202  C58 1.095
65 H -4.824 -0.342 4.880  O59 0.962
66 C 0.871 6.967 -2.656  C67 1.517, H69 1.091, H70 1.091, H71 1.092
67 C 1.592 8.247 -2.281  C66 1.517, O68 1.424, H72 1.089, H73 1.096
68 O 1.436 8.566 -0.902  C67 1.424, H74 0.963
69 H -0.193 7.048 -2.426  C66 1.091
70 H 0.984 6.746 -3.719  C66 1.091
71 H 1.270 6.126 -2.086  C66 1.092
72 H 1.187 9.095 -2.832  C67 1.089
73 H 2.658 8.167 -2.522  C67 1.096
74 H 1.801 7.838 -0.389  O68 0.963
75 C 4.297 -1.581 3.580  C76 1.517, H78 1.090, H79 1.091, H80 1.093
76 C 4.847 -1.331 2.189  C75 1.517, O77 1.425, H81 1.089, H82 1.097
77 O 3.953 -1.774 1.171  C76 1.425, H83 0.964
78 H 4.090 -2.642 3.719  C75 1.090
79 H 5.005 -1.259 4.345  C75 1.091
80 H 3.361 -1.037 3.730  C75 1.093
81 H 5.771 -1.885 2.035  C76 1.089
82 H 5.067 -0.264 2.056  C76 1.097
83 H 3.124 -1.295 1.279  O77 0.964
84 C -1.725 1.656 11.693  C85 1.517, H87 1.090, H88 1.091, H89 1.093
85 C -3.067 1.959 11.054  C84 1.517, O86 1.426, H90 1.089, H91 1.095
86 O -3.607 0.829 10.371  C85 1.426, H92 0.962
87 H -1.014 1.319 10.938  C84 1.090
88 H -1.319 2.539 12.187  C84 1.091
89 H -1.822 0.862 12.438  C84 1.093
90 H -2.966 2.740 10.302  C85 1.089
91 H -3.777 2.308 11.811  C85 1.095
92 H -3.722 0.122 11.014  O86 0.962
93 C 7.703 0.383 -6.017  C94 1.517, H96 1.091, H97 1.090, H98 1.092
94 C 7.978 -0.364 -4.726  C93 1.517, O95 1.427, H99 1.089, H100 1.094
95 O 6.784 -0.869 -4.130  C94 1.427, H101 0.962
96 H 7.015 1.211 -5.838  C93 1.091
97 H 8.624 0.781 -6.443  C93 1.090
98 H 7.243 -0.278 -6.755  C93 1.092
99 H 8.423 0.300 -3.986  C94 1.089
100 H 8.677 -1.187 -4.905  C94 1.094
101 H 6.375 -1.473 -4.756  O95 0.962
102 C -5.504 -5.323 -5.303  C103 1.516, H105 1.090, H106 1.089, H107 1.094
103 C -6.853 -5.487 -5.976  C102 1.516, O104 1.426, H108 1.089, H109 1.096
104 O -7.060 -6.807 -6.475  C103 1.426, H110 0.962
105 H -4.700 -5.568 -5.996  C102 1.090
106 H -5.359 -4.300 -4.959  C102 1.089
107 H -5.421 -5.997 -4.445  C102 1.094
108 H -6.930 -4.829 -6.840  C103 1.089
109 H -7.659 -5.227 -5.281  C103 1.096
110 H -7.009 -7.415 -5.731  O104 0.962

As for the frontier orbital gap: 0.36048 hartree.

# 3
Computed, not measured: the molecule C4H6N2O in a non-equilibrium geometry, with ωB97M-V/def2-TZVPD.

Each atom is followed by the atoms it is bonded to, with distances in Å.
Cartesian coordinates (Å):
1 H -2.586 1.616 -0.160  N2 1.017
2 N -1.754 1.039 -0.254  H1 1.017, C3 1.264
3 C -1.900 -0.059 0.355  N2 1.264, O4 1.343, H9 1.094
4 O -0.962 -1.020 0.386  C3 1.343, C5 1.425
5 C 0.224 -0.792 -0.371  O4 1.425, C6 1.530, H10 1.093, H11 1.091
6 C 1.160 0.173 0.361  C5 1.530, C7 1.463, H12 1.093, H13 1.095
7 C 2.449 0.279 -0.324  C6 1.463, N8 1.157
8 N 3.462 0.346 -0.879  C7 1.157
9 H -2.770 -0.389 0.930  C3 1.094
10 H -0.032 -0.399 -1.358  C5 1.093
11 H 0.685 -1.775 -0.475  C5 1.091
12 H 0.694 1.160 0.407  C6 1.093
13 H 1.330 -0.178 1.384  C6 1.095

As for the frontier orbital gap: 0.42112 hartree. The value obtained for the energy relative to the best compared isomer or geometry (same formula, charge and spin) is 29.5 kcal per mole.